1.
The following is a DFT calculation (ωB97M-V/def2-TZVPD) of a structure of composition C38H38FNO5PSTl in a non-equilibrium geometry.

Summary:
- E_LUMO: -0.61 eV

Each line ends with the Mulliken charge.
CARTESIAN COORDINATES (ANGSTROEM)
Tl: 1.083 0.690 0.070  1.066
C: 4.920 -1.542 1.159  -1.499
C: 4.809 -0.847 -0.201  0.473
C: 4.350 0.603 0.007  -1.337
C: 3.987 -1.627 -1.217  0.902
C: 4.634 -1.928 -2.412  -1.139
C: 4.038 -2.695 -3.395  -1.543
C: 2.766 -3.186 -3.174  -0.779
C: 2.072 -2.910 -2.004  0.253
C: 0.694 -3.529 -1.848  2.620
C: 0.808 -5.045 -1.632  -1.667
C: -0.204 -3.269 -3.064  -1.852
C: 2.669 -2.091 -1.012  0.081
N: 1.941 -1.674 0.120  0.752
C: 1.598 -2.545 1.084  -0.264
C: 2.157 -3.840 1.237  -0.468
C: 1.828 -4.663 2.294  -0.863
C: 0.931 -4.254 3.274  -0.676
C: 0.381 -2.980 3.182  -0.527
C: 0.707 -2.182 2.117  0.213
F: 0.153 -0.915 2.061  -0.339
H: 5.590 -0.971 1.806  0.475
H: 5.320 -2.552 1.053  0.331
H: 3.949 -1.604 1.646  0.192
H: 5.819 -0.803 -0.618  0.605
H: 3.620 0.648 0.817  0.077
H: 3.921 1.017 -0.908  0.286
H: 5.196 1.229 0.298  0.478
H: 5.645 -1.568 -2.567  0.384
H: 4.566 -2.928 -4.310  0.376
H: 2.299 -3.806 -3.930  0.332
H: 0.215 -3.089 -0.973  -1.140
H: 1.430 -5.497 -2.406  0.368
H: -0.179 -5.514 -1.680  0.456
H: 1.249 -5.273 -0.663  0.309
H: 0.130 -3.835 -3.935  0.513
H: -0.212 -2.217 -3.321  0.394
H: -1.231 -3.581 -2.850  0.342
H: 2.886 -4.152 0.500  0.773
H: 2.294 -5.638 2.372  0.433
H: 0.673 -4.903 4.099  0.407
H: -0.290 -2.605 3.944  0.497
O: -1.371 2.397 2.701  -0.629
C: -2.196 1.735 2.163  -0.017
O: -1.917 1.188 0.903  -0.290
C: -3.549 1.371 2.568  0.583
C: -4.214 1.814 3.705  -0.686
C: -5.508 1.378 3.918  -0.549
C: -6.134 0.543 2.994  -0.774
C: -5.465 0.118 1.855  -0.058
C: -4.154 0.516 1.653  -0.564
P: -2.985 0.130 0.278  2.595
C: -4.045 0.571 -1.128  0.746
C: -4.119 1.870 -1.610  -0.707
C: -4.708 2.111 -2.840  -0.626
C: -5.265 1.068 -3.563  -0.578
C: -5.289 -0.209 -3.027  -0.797
C: -4.673 -0.465 -1.813  -0.565
C: -2.788 -1.654 0.508  0.777
C: -3.120 -2.217 1.741  -0.326
C: -3.125 -3.591 1.902  -0.947
C: -2.780 -4.416 0.842  -0.886
C: -2.449 -3.861 -0.383  -0.780
C: -2.459 -2.488 -0.559  -0.722
H: -3.723 2.494 4.389  0.522
H: -6.044 1.691 4.804  0.423
H: -7.156 0.229 3.160  0.459
H: -5.957 -0.527 1.137  0.490
H: -3.694 2.683 -1.034  0.501
H: -4.709 3.110 -3.256  0.447
H: -5.677 1.247 -4.546  0.405
H: -5.762 -1.017 -3.568  0.431
H: -4.657 -1.468 -1.412  0.438
H: -3.375 -1.582 2.577  0.519
H: -3.401 -4.018 2.857  0.433
H: -2.780 -5.491 0.965  0.452
H: -2.187 -4.503 -1.213  0.556
H: -2.212 -2.053 -1.515  0.374
C: -0.921 2.429 -2.166  -0.990
S: -0.946 0.636 -2.391  1.330
O: -1.827 0.341 -3.482  -0.646
O: -1.489 0.017 -1.103  -0.978
O: 0.441 0.259 -2.544  -0.660
H: -1.761 2.850 -2.706  0.426
H: 0.016 2.768 -2.597  0.468
H: -0.960 2.669 -1.106  0.106

=====

2.
The following is a DFT calculation (ωB97M-V/def2-TZVPD) of a structure of composition C38H39BrN12O4P2Ti in a non-equilibrium geometry.

Summary:
- E_LUMO: -4.93 eV
- Total charge: +2

Each line ends with the Mulliken charge.
CARTESIAN COORDINATES (ANGSTROEM)
Ti: 0.109 -0.285 -0.762  -0.633
C: 4.186 -2.681 2.316  -0.742
N: 3.388 -1.667 1.638  0.160
C: 3.730 -0.351 1.517  -0.909
C: 2.728 0.248 0.814  -0.906
N: 1.786 -0.687 0.505  1.524
C: 2.201 -1.839 1.019  0.167
P: 1.389 -3.451 0.802  -0.624
C: -0.328 -2.903 1.086  -0.822
N: -0.965 -1.935 0.430  1.310
C: -2.235 -1.902 0.934  -0.686
C: -2.373 -2.873 1.881  -1.192
N: -1.162 -3.496 1.973  0.322
C: -0.867 -4.618 2.859  -0.896
C: 1.316 -3.397 -1.008  -0.625
N: 0.745 -2.418 -1.691  1.006
C: 0.999 -2.683 -3.009  -0.568
C: 1.726 -3.832 -3.109  -0.735
N: 1.927 -4.275 -1.836  0.217
C: 2.690 -5.457 -1.457  -0.799
H: 5.127 -2.226 2.609  0.345
H: 3.668 -3.039 3.203  0.317
H: 4.390 -3.508 1.640  0.282
H: 4.646 0.038 1.927  0.543
H: 2.652 1.268 0.481  0.488
H: -2.961 -1.165 0.623  0.883
H: -3.206 -3.164 2.498  0.497
H: -1.606 -4.621 3.655  0.348
H: -0.914 -5.556 2.310  0.322
H: 0.120 -4.492 3.295  0.369
H: 0.702 -2.010 -3.798  0.420
H: 2.123 -4.360 -3.960  0.501
H: 3.041 -5.937 -2.366  0.343
H: 3.552 -5.168 -0.859  0.293
H: 2.060 -6.151 -0.906  0.336
N: -1.793 -1.125 -1.997  -0.150
N: -2.420 -0.301 -2.921  -0.617
C: -1.977 0.971 -3.018  0.260
N: -2.568 1.764 -3.895  -0.305
N: -0.981 1.224 -2.178  0.282
N: -0.431 2.500 -2.090  0.728
O: 0.528 2.551 -1.355  -0.485
O: -0.915 3.455 -2.691  -0.816
H: -1.358 -1.901 -2.472  0.473
H: -2.488 -1.497 -1.369  0.401
H: -3.127 -0.671 -3.525  0.157
H: -3.310 1.417 -4.481  0.192
H: -2.271 2.718 -3.943  0.193
Br: 7.124 1.026 -5.067  -0.164
C: 5.284 1.226 -4.705  -0.207
C: 4.539 2.148 -5.429  -0.366
C: 3.188 2.297 -5.155  -0.996
C: 2.584 1.537 -4.166  0.040
C: 3.337 0.617 -3.447  0.351
C: 4.692 0.455 -3.721  -0.679
C: 2.738 -0.232 -2.368  0.279
O: 3.351 -1.113 -1.796  -0.662
O: 1.479 0.072 -2.110  0.579
H: 5.016 2.741 -6.197  0.435
H: 2.608 3.018 -5.717  0.442
H: 1.534 1.662 -3.946  0.350
H: 5.269 -0.265 -3.157  0.590
N: -0.602 0.759 0.490  1.090
P: -1.511 1.572 1.524  0.666
C: -0.939 3.244 1.812  0.971
C: -1.828 4.213 2.279  -0.541
C: -1.372 5.484 2.578  -0.801
C: -0.028 5.793 2.416  -0.553
C: 0.861 4.832 1.955  -0.874
C: 0.407 3.557 1.658  -0.381
C: -3.182 1.708 0.863  0.621
C: -4.218 0.875 1.277  -0.934
C: -5.461 0.948 0.664  -0.755
C: -5.671 1.849 -0.369  -0.687
C: -4.641 2.683 -0.787  -0.884
C: -3.401 2.614 -0.175  -0.724
C: -1.561 0.722 3.112  0.654
C: -0.577 -0.225 3.381  -0.233
C: -0.525 -0.840 4.623  -0.529
C: -1.455 -0.514 5.600  -0.824
C: -2.430 0.440 5.341  -0.782
C: -2.476 1.066 4.107  -0.528
H: -2.882 3.987 2.395  0.399
H: -2.063 6.237 2.933  0.453
H: 0.327 6.789 2.645  0.423
H: 1.905 5.079 1.819  0.461
H: 1.093 2.812 1.283  0.394
H: -4.061 0.174 2.089  0.494
H: -6.269 0.311 1.001  0.489
H: -6.644 1.914 -0.840  0.447
H: -4.812 3.406 -1.574  0.518
H: -2.616 3.295 -0.488  0.584
H: 0.151 -0.463 2.614  0.369
H: 0.254 -1.562 4.836  0.546
H: -1.414 -0.993 6.569  0.436
H: -3.145 0.710 6.106  0.461
H: -3.228 1.826 3.927  0.396

=====

It is found that the HOMO-LUMO gap values, taken in the order of the records, are 5.725, 7.494 eV.
It is found that the E values, taken in the order of the records, are -2913.72925, -6535.32889 Eh.